Entry from the OMol25 dataset: 10 unconnected molecules or ions with the total composition C28H76O12 in a non-equilibrium geometry (ωB97M-V/def2-TZVPD).

Element x y z (Å)
C -3.64709 -0.90948 1.25212
C -4.75622 -0.72034 2.26283
C -4.51740 -1.34181 3.65642
O -5.03520 0.63687 2.35495
H -3.55940 -1.98132 1.07299
H -2.65156 -0.60322 1.58436
H -3.81742 -0.35304 0.33070
H -5.66225 -1.21297 1.88732
H -3.58931 -0.96139 4.08570
H -4.34060 -2.41267 3.53986
H -5.37491 -1.18529 4.30895
H -5.78508 0.81819 2.92628
C 5.28674 -3.58348 3.14247
C 3.86714 -3.04016 3.30754
C 3.22338 -2.66299 1.98456
O 3.04910 -4.02783 3.92995
H 5.64408 -4.05703 4.05789
H 6.00056 -2.81086 2.85262
H 5.37213 -4.37268 2.39050
H 3.88812 -2.13545 3.91597
H 3.91484 -2.02371 1.43378
H 2.30412 -2.10699 2.16767
H 2.96553 -3.53952 1.38790
H 3.00253 -4.73143 3.27467
C 0.31971 -1.09849 -0.18269
C -0.02398 0.09536 -1.08132
C -0.41884 1.27512 -0.23950
O 1.05869 0.47403 -1.88824
H 0.83097 -1.83302 -0.80494
H -0.59575 -1.45898 0.28212
H 0.99209 -0.73328 0.59613
H -0.82968 -0.20490 -1.75921
H 0.39628 1.65050 0.38172
H -1.26918 0.97833 0.37930
H -0.69975 2.13565 -0.84863
H 0.79059 1.11351 -2.55918
C 5.12932 2.90258 3.44571
C 3.79666 2.28511 3.84890
C 2.80473 2.53284 2.71704
O 4.02360 0.87585 3.91105
H 5.09116 3.94604 3.12900
H 5.51380 2.31609 2.61225
H 5.80993 2.92550 4.29824
H 3.39731 2.67867 4.78519
H 3.21884 2.26917 1.74194
H 2.52602 3.58869 2.70442
H 1.89262 1.93255 2.75060
H 3.31791 0.55117 4.47934
C -0.75216 -6.01877 3.37204
C -0.72988 -4.50492 3.47725
C -0.29339 -3.80854 2.14567
O -1.97828 -3.93722 3.75891
H 0.19255 -6.38648 2.96953
H -1.53004 -6.40440 2.70788
H -0.95118 -6.51065 4.32529
H -0.02727 -4.17920 4.24345
H -1.07645 -3.82823 1.38033
H 0.49430 -4.23021 1.51710
H -0.16489 -2.75613 2.39419
H -2.61979 -4.20943 3.09661
C -2.82985 0.69092 -3.78720
C -3.15854 2.12260 -3.95518
C -2.60895 2.86107 -5.18183
O -4.56868 2.25410 -3.93027
H -3.34835 0.04106 -4.49423
H -3.02673 0.31174 -2.78426
H -1.75463 0.57355 -3.94516
H -2.79864 2.62209 -3.04683
H -3.01449 3.84656 -5.41037
H -2.77697 2.30699 -6.10996
H -1.52150 2.92010 -5.10534
H -4.81073 3.18346 -3.93517
C -4.18931 -3.99528 -3.05490
C -3.72514 -4.14441 -1.63757
C -2.58909 -3.16972 -1.28425
O -4.82716 -3.84961 -0.74679
H -3.52467 -4.41428 -3.81341
H -4.34854 -2.93569 -3.26557
H -5.09554 -4.56685 -3.26674
H -3.39357 -5.16576 -1.44610
H -1.74897 -3.42031 -1.93559
H -2.31213 -3.36373 -0.25123
H -2.94616 -2.16015 -1.48279
H -5.38948 -3.21705 -1.20372
C 1.51833 4.12439 -4.73024
C 1.53247 3.18366 -3.53767
C 2.33624 3.76223 -2.38360
O 0.21628 2.86655 -3.16739
H 1.04070 3.59696 -5.55644
H 2.52379 4.37169 -5.07269
H 0.98340 5.02901 -4.43886
H 2.02077 2.26302 -3.86551
H 3.40834 3.84830 -2.58192
H 2.28132 3.13905 -1.49016
H 2.11233 4.80650 -2.15166
H -0.23684 3.60748 -2.74671
O -0.72856 5.41432 -1.87285
C -1.67281 5.87688 -0.93094
C -2.69746 4.77524 -0.81006
O -3.82548 5.17504 -0.01709
H -0.16747 6.14895 -2.13297
H -1.13184 5.88618 0.02259
H -1.96842 6.90235 -1.15033
H -2.28395 3.84183 -0.42329
H -3.03574 4.49198 -1.81297
H -4.19121 4.38326 0.38557
O 6.58418 -0.20775 -1.15896
C 5.67220 -0.21885 -0.06385
C 4.23273 0.12188 -0.43126
O 3.65039 -0.80402 -1.34418
H 6.48855 -1.03672 -1.63492
H 5.68477 -1.22020 0.37294
H 5.98888 0.54937 0.64053
H 4.23753 1.07297 -0.97956
H 3.58236 0.34611 0.41871
H 2.73366 -0.53438 -1.47529

Force components x, y, z for each atom (eV/Å):
C 0.50 -0.45 0.33
C -0.62 -0.97 0.64
C 0.81 -0.15 -0.97
O 0.18 1.77 -0.09
H -0.10 0.06 -0.38
H -0.14 0.21 0.47
H -0.36 -0.21 -0.07
H 0.09 -0.20 -0.32
H -0.18 0.25 0.21
H -0.24 -0.07 0.08
H 0.06 0.07 0.05
H -0.01 -0.24 0.09
C 0.30 -0.09 0.04
C 0.19 -0.43 -0.72
C 0.29 0.52 0.10
O -0.03 0.15 0.37
H -0.10 0.27 0.20
H -0.08 0.12 0.05
H -0.37 0.06 -0.21
H -0.06 -0.26 0.39
H -0.20 -0.04 -0.23
H -0.02 -0.01 -0.05
H 0.19 -0.05 -0.07
H -0.16 -0.19 0.15
C 0.40 1.02 -0.74
C -0.50 0.04 0.16
C -0.81 0.48 0.18
O 1.51 -0.78 -0.25
H -0.16 -0.37 0.31
H 0.09 -0.26 -0.09
H 0.12 -0.25 0.08
H -0.30 0.04 0.21
H 0.13 -0.40 0.14
H 0.01 0.30 0.20
H -0.21 -0.13 -0.14
H -0.37 0.16 0.27
C 0.11 0.35 0.69
C 0.01 0.07 -1.75
C -0.50 0.31 -0.22
O -0.13 0.02 0.82
H -0.50 -0.03 -0.12
H 0.24 -0.04 0.15
H 0.22 -0.45 -0.16
H 0.17 -0.04 0.14
H 0.40 0.15 0.08
H -0.10 0.00 -0.14
H -0.06 0.03 0.54
H 0.09 -0.42 -0.09
C -0.10 -0.39 0.09
C 0.62 0.15 -2.20
C -0.39 -0.27 -0.22
O -0.74 0.19 1.18
H 0.09 0.00 0.16
H -0.08 0.36 -0.23
H 0.18 0.17 0.14
H -0.17 -0.08 0.19
H -0.65 -0.10 0.49
H 0.72 0.07 0.84
H 0.44 -0.01 -0.27
H 0.10 -0.12 -0.12
C 0.86 -1.10 -0.43
C -0.62 2.01 0.28
C 0.85 -1.05 -0.57
O -0.91 -0.42 0.04
H -0.04 0.14 -0.12
H -0.24 0.24 0.06
H 0.02 -0.12 -0.06
H 0.37 0.17 -0.10
H -0.13 0.11 0.69
H -0.24 -0.31 0.13
H 0.00 0.26 0.12
H 0.09 0.05 -0.03
C -0.18 -0.38 -0.91
C -0.04 0.73 0.65
C -0.37 -1.27 -0.77
O 0.26 -0.50 -0.14
H 0.53 0.32 0.24
H -0.12 -0.01 -0.20
H -0.29 0.23 0.42
H -0.21 -0.06 0.18
H 0.21 0.31 0.08
H 0.07 0.45 0.01
H 0.25 0.14 0.27
H -0.07 0.04 0.07
C 0.12 -0.40 -0.09
C 1.09 0.94 -0.16
C 0.82 0.19 0.38
O -0.57 -0.87 -0.02
H -0.30 0.35 -0.05
H 0.05 0.12 0.19
H -0.07 0.09 -0.33
H -0.20 -0.22 0.17
H 0.01 -0.42 -0.49
H -0.33 0.09 0.05
H -0.68 -0.11 0.12
H 0.19 0.37 0.09
O 0.34 -0.20 -1.05
C 1.09 -0.57 1.52
C -1.50 -0.14 -0.53
O 0.65 0.10 -0.20
H 0.08 -0.06 -0.02
H -0.27 0.45 0.24
H -0.77 -0.27 -0.12
H 0.51 0.28 0.27
H -0.10 0.26 -0.17
H -0.05 0.02 0.03
O -0.22 0.28 0.16
C -0.73 -0.42 -0.33
C -0.22 1.05 -1.48
O 0.47 -0.61 0.72
H -0.14 0.03 -0.07
H 0.10 0.11 0.43
H 0.23 -0.21 0.13
H 0.39 0.29 0.14
H 0.22 -0.59 0.45
H -0.13 0.18 -0.25

## Properties
HOMO-LUMO gap: 9.995 eV
Strongest force on any atom: 2.29 eV/A
Highest occupied orbital energy: -9.64 eV

---

Entry from the OMol25 dataset: a molecular structure, C28H77CdCl3N7O19 in a non-equilibrium geometry (ωB97M-V/def2-TZVPD).

Element x y z (Å)
Cd 1.69993 0.09715 0.88426
Cl -0.93663 -2.49462 0.61438
O -0.72990 -3.31797 -0.54461
O -2.34631 -2.17071 0.67477
O -0.46283 -3.11260 1.80669
O -0.13699 -1.31327 0.43918
Cl 5.57722 1.75942 -1.95231
O 4.28959 2.25505 -1.52540
O 6.51348 1.64233 -0.83856
O 5.51877 0.45489 -2.58629
O 6.08999 2.70535 -2.89794
Cl 1.36642 5.79892 0.85114
O 1.96423 4.62332 0.24629
O 0.04570 5.46233 1.23332
O 2.18687 6.00512 1.98280
O 1.46840 6.93452 0.02355
C 4.19170 -2.32589 -1.66244
C 3.04717 -2.05001 -0.67102
C 3.40637 -2.37903 0.80214
O 2.54835 -1.68647 1.73411
C 2.73152 -2.17073 3.06833
N 2.82051 -0.65133 -0.80011
H 4.08143 -3.40647 -1.75352
H 5.21996 -2.19062 -1.32705
H 3.94894 -1.90751 -2.63923
H 2.12333 -2.57901 -0.90510
H 4.40962 -1.99247 0.98149
H 3.50877 -3.44940 0.98079
H 2.09287 -1.50657 3.65068
H 3.69956 -1.86780 3.46736
H 2.55650 -3.22542 3.28067
H 2.43538 -0.56528 -1.72983
H 3.74675 -0.30121 -0.99908
C -3.13706 1.33005 4.92446
C -3.44011 0.79361 3.52257
C -3.99698 1.88076 2.56602
O -4.07949 1.32122 1.17302
C -4.79939 2.02118 0.16966
N -2.30416 0.07011 2.91301
H -2.26556 1.96873 4.78064
H -2.81443 0.62238 5.68815
H -3.89128 2.04273 5.25813
H -4.17523 0.00619 3.68892
H -3.46112 2.82971 2.58697
H -5.05645 2.07606 2.73184
H -5.84991 2.24118 0.35964
H -4.54330 1.50960 -0.75814
H -4.45761 3.05337 0.24633
H -2.24989 -0.87673 3.26035
H -2.56379 -0.23400 1.98553
C 1.89047 -2.70458 -4.73279
C 1.73591 -1.17125 -4.75050
C 0.84717 -0.64783 -5.90226
O 1.36889 -0.82918 -7.17583
C 0.49539 -0.62168 -8.22835
N 1.34034 -0.75116 -3.40432
H 0.94276 -3.24179 -4.76959
H 2.36133 -3.01900 -3.80138
H 2.40981 -3.06758 -5.61970
H 2.71191 -0.73132 -4.95542
H 0.66490 0.39979 -5.66274
H -0.14804 -1.06774 -5.75615
H -0.00871 0.34414 -8.26267
H -0.21379 -1.44938 -8.23703
H 0.97212 -0.73096 -9.20246
H 0.44362 -1.14612 -3.15935
H 1.25157 0.25332 -3.34742
C 0.52574 -2.64362 6.55617
C -0.43571 -2.17922 5.40120
C -1.81387 -2.84287 5.37623
O -2.55723 -2.31691 4.23122
C -3.61656 -3.25102 3.95825
N -0.60336 -0.70807 5.43997
H -0.00114 -2.87200 7.48263
H 1.20744 -1.85618 6.87762
H 1.07067 -3.54644 6.28038
H -0.04647 -2.48459 4.42994
H -2.35886 -2.52239 6.26414
H -1.63623 -3.91828 5.37170
H -3.25347 -4.27640 4.02800
H -4.02834 -3.04796 2.96965
H -4.44417 -3.19815 4.66562
H -1.38403 -0.48521 4.83915
H -0.94897 -0.48801 6.36313
C -1.27046 2.23964 0.08484
C -0.29643 1.72540 -0.99057
C -0.20747 2.72801 -2.17460
O 0.80870 2.24239 -3.02510
C 1.19031 3.12368 -4.05941
N 1.05290 1.58338 -0.45012
H -1.47110 1.48967 0.84995
H -2.26279 2.48131 -0.29593
H -0.85150 3.07889 0.64002
H -0.66462 0.74666 -1.29815
H 0.00842 3.73847 -1.82753
H -1.16489 2.76999 -2.69391
H 2.17250 3.02023 -4.52059
H 1.13650 4.14945 -3.69471
H 0.40176 3.06738 -4.80982
H 1.50636 1.55189 -1.35205
H 1.15643 2.55409 -0.19107
C 0.54969 2.58942 4.01770
C 1.22952 1.97003 2.80750
C 2.71899 1.70841 2.99094
O 3.22452 1.08077 1.75129
C 4.68773 1.03831 1.71086
N 0.59779 0.70176 2.48898
H 0.53682 1.93145 4.88660
H -0.48337 2.83765 3.77423
H 1.06240 3.52919 4.22281
H 1.06009 2.72795 2.04268
H 2.86921 1.07893 3.86803
H 3.25939 2.62087 3.24289
H 5.01567 1.95496 1.22064
H 5.13715 0.19953 1.17928
H 5.22639 1.05068 2.65838
H -0.38610 0.90361 2.38255
H 0.63698 0.27620 3.40412
C -2.45211 0.38377 -4.04820
C -2.48284 -0.70080 -3.03573
C -3.76469 -1.50368 -2.96925
O -4.17640 -1.95157 -4.26028
C -5.48342 -2.45024 -4.24749
N -1.33401 -1.62210 -3.30854
H -1.51641 0.93889 -4.11461
H -3.30139 1.04071 -3.86045
H -2.80898 0.07319 -5.03018
H -2.28988 -0.28284 -2.04772
H -4.56487 -0.90286 -2.53703
H -3.65860 -2.37374 -2.32131
H -5.67361 -3.31437 -3.61093
H -5.80211 -2.70778 -5.25754
H -6.18945 -1.71443 -3.86249
H -1.48776 -2.36350 -2.64012
H -1.53359 -1.94907 -4.24308

Force components x, y, z for each atom (eV/Å):
Cd -1.75 -1.76 -2.66
Cl -0.15 -0.32 -1.08
O 0.06 -0.58 -0.02
O 0.31 0.22 0.51
O -0.31 -0.80 0.80
O -0.45 1.14 -0.49
Cl 1.69 0.70 -0.43
O -0.37 -1.00 0.53
O -0.79 0.10 0.09
O -0.98 -0.21 0.27
O 0.28 0.17 -0.33
Cl 2.85 -1.99 0.43
O -0.58 -0.71 -1.58
O -2.13 0.19 0.19
O 0.44 1.01 2.46
O -0.86 1.02 -1.37
C -1.04 -2.93 0.48
C 0.93 -0.54 0.67
C 0.94 0.66 -0.62
O 1.12 -3.60 0.47
C -0.13 1.91 0.43
N 0.61 0.57 -0.49
H 0.54 -0.48 -0.65
H -0.24 0.75 0.08
H 0.33 0.25 0.25
H 0.03 -0.14 -0.31
H 0.33 0.17 0.02
H -0.70 -0.14 0.13
H -0.57 -0.54 0.21
H 0.62 -0.35 -0.39
H -0.28 0.02 -0.57
H -0.94 0.24 -0.63
H 0.40 1.03 0.42
C 1.11 1.44 -1.03
C -0.50 -1.38 -0.18
C -1.16 -1.16 -1.96
O 0.42 -0.59 1.62
C 1.02 1.23 1.62
N 0.30 0.84 -0.44
H 0.32 0.16 0.17
H -0.71 -0.20 -0.19
H -0.35 -0.46 0.26
H -0.88 0.26 -0.29
H 0.40 -0.04 -0.14
H 0.00 0.23 0.92
H -0.60 -1.20 0.04
H -0.42 0.35 -0.03
H 0.65 0.34 -0.97
H 0.05 0.05 0.86
H -0.27 0.73 -0.84
C -0.31 0.16 -0.42
C 0.59 -0.61 -0.28
C -0.90 0.31 1.73
O 1.36 -0.04 0.05
C -0.69 -0.74 -0.76
N 0.76 0.19 -0.46
H -0.44 0.27 0.14
H 0.30 0.02 -0.23
H 0.38 0.08 0.15
H 0.30 -0.07 0.10
H 0.23 0.60 -0.29
H -0.32 -0.58 -0.48
H -0.12 0.16 0.47
H -0.72 0.15 0.11
H 0.71 0.12 0.24
H -0.38 -0.03 -0.06
H -0.10 0.29 -0.14
C -0.96 0.05 -0.41
C 0.02 0.28 0.26
C 0.51 1.24 0.16
O 0.04 -2.46 1.38
C -0.05 0.25 -0.32
N 0.43 -0.65 -0.01
H -0.45 -0.16 -0.03
H 0.18 0.07 -0.59
H 0.10 0.12 -0.04
H 0.54 0.37 -0.09
H -0.21 -0.36 0.34
H -0.57 -0.19 -0.35
H 0.16 -0.02 -0.38
H 0.30 0.02 -0.04
H 0.00 0.41 0.37
H 0.23 0.22 -0.32
H 0.12 0.21 0.42
C 0.24 -0.34 0.26
C -1.78 0.57 0.22
C -0.49 -0.79 0.29
O 0.86 -0.35 -0.04
C -1.23 1.18 -0.13
N -1.73 2.10 -1.92
H 0.09 -0.33 -0.25
H 0.23 0.23 -0.24
H -0.01 0.46 -0.32
H 0.15 -0.02 -0.43
H 0.29 0.11 0.25
H -0.24 -0.05 -0.19
H 0.00 -0.84 0.53
H 0.22 0.18 0.20
H 0.10 -0.04 -0.56
H 1.50 -0.22 0.05
H 1.28 0.63 0.68
C 0.54 0.45 0.12
C 0.13 1.31 0.48
C 0.10 0.41 -0.50
O 3.55 1.94 3.65
C 0.40 1.14 -0.39
N -1.06 1.05 2.38
H 0.16 -0.04 0.10
H 0.02 -0.04 -0.13
H -0.10 0.08 0.35
H 0.35 -0.28 -0.55
H 0.08 -0.69 -0.08
H 0.04 0.21 -0.58
H -0.06 -0.15 -0.30
H -0.85 -0.11 -0.37
H -0.83 -0.15 0.68
H -0.63 -0.51 -0.17
H -0.36 -1.02 0.18
C -1.60 0.94 -0.83
C 1.41 -1.23 0.15
C -0.69 0.15 -0.20
O 0.23 0.01 0.09
C -0.70 0.13 -0.05
N -1.45 0.66 0.42
H -0.07 -0.16 0.12
H 0.20 0.72 0.57
H 0.75 -0.65 -0.29
H -0.24 0.00 0.19
H -0.26 0.30 0.07
H 0.26 -0.07 0.24
H 0.59 -0.40 0.15
H 0.29 0.04 -0.05
H -0.09 0.46 -0.05
H 0.49 -0.68 -0.06
H 0.21 -0.62 -0.17

## Properties
HOMO-LUMO gap: 8.174 eV
Charge: -1
Strongest force on any atom: 5.45 eV/A
Highest occupied orbital energy: -6.33 eV